Molecular formula: C30H40BBrClFN2O7SiSr
Method: DFT, ωB97M-V with the def2-TZVPD basis set

Geometry as XYZ:
```
85
Properties=species:S:1:pos:R:3
C 4.86 -0.83 2.31
C 4.10 -0.80 3.63
C 2.61 -1.02 3.46
O 2.39 -2.36 3.06
C 1.03 -2.72 3.01
C 0.11 -1.82 2.21
C 0.45 -1.46 0.90
C 1.72 -1.93 0.24
C 1.78 -3.42 -0.07
O 1.60 -3.61 -1.48
Si 0.28 -4.41 -2.03
C -1.34 -3.80 -1.40
C 0.43 -6.26 -1.35
C 0.35 -4.41 -3.88
C -0.44 -0.62 0.22
C -1.60 -0.14 0.81
C -1.95 -0.51 2.11
C -3.24 -0.01 2.73
C -3.33 1.52 2.95
C -2.01 2.18 3.28
F -2.20 3.54 3.46
C -1.07 -1.36 2.81
B -1.50 -1.81 4.29
N -1.83 -3.17 4.60
O -1.66 -0.86 5.28
C -2.45 0.76 -0.04
O -3.66 0.69 -0.05
C -1.69 1.71 -0.91
C -2.05 3.02 -1.14
Br -3.59 3.76 -0.34
C -1.26 3.85 -1.96
N -1.58 5.20 -2.17
C -0.11 3.34 -2.59
C 0.73 4.21 -3.49
C -0.02 4.99 -4.60
C -0.03 6.51 -4.45
C 0.57 7.23 -5.64
O 1.00 6.69 -6.62
O 0.64 8.57 -5.52
C 0.25 2.02 -2.32
Cl 1.69 1.35 -3.00
C -0.52 1.21 -1.49
C -0.22 -0.22 -1.21
O 0.09 -1.02 -2.06
H 5.94 -0.77 2.46
H 4.58 0.01 1.67
H 4.66 -1.74 1.75
H 4.50 -1.58 4.28
H 4.28 0.15 4.13
H 2.11 -0.83 4.42
H 2.22 -0.32 2.71
H 1.01 -3.73 2.57
H 0.67 -2.83 4.04
H 2.56 -1.65 0.89
H 1.89 -1.43 -0.71
H 2.75 -3.84 0.22
H 0.98 -3.94 0.48
H -2.12 -4.52 -1.67
H -1.39 -3.70 -0.31
H -1.58 -2.84 -1.85
H 0.08 -6.98 -2.10
H 1.48 -6.37 -1.05
H -0.18 -6.27 -0.44
H 0.52 -5.41 -4.29
H 1.17 -3.77 -4.20
H -0.59 -4.04 -4.28
H -4.05 -0.30 2.06
H -3.43 -0.50 3.68
H -3.81 2.02 2.11
H -3.99 1.67 3.81
H -1.62 1.79 4.23
H -1.27 2.06 2.49
H -1.12 -3.87 4.48
H -2.27 -3.27 5.51
H -1.03 -0.15 5.18
H -2.53 5.41 -1.91
H -0.95 5.82 -1.69
H 1.30 4.89 -2.85
H 1.46 3.58 -3.97
H 0.47 4.76 -5.54
H -1.04 4.61 -4.65
H 0.50 6.85 -3.56
H -1.06 6.86 -4.33
H 0.08 8.87 -4.80
Sr 1.45 -8.49 -0.55
```

M = 801.53 g/mol
charge = +2
DFT total energy = -5282.04683 a.u.
highest occupied orbital energy = -12.03 eV
frontier orbital gap = 2.5 eV
F_max = 1.69 eV Å⁻¹